#i
The following is a quantum chemistry calculation of the molecule C3H6N2OS, from the Open Molecules 2025 dataset.

Each line ends with the Mulliken charge.
Cartesian coordinates (Å):
H 0.16514 -0.92391 -0.15988  0.18
H -1.78951 1.22909 0.32044  0.27
H -1.76307 -1.93786 -0.43670  0.24
H -3.43354 -1.11156 -0.08448  0.23
C 0.59957 1.04504 0.00536  0.53
H 2.51681 1.45926 -0.33659  0.31
H 2.94153 -1.01469 1.09119  0.15
N 1.95962 0.67708 0.04624  -0.22
S 2.57265 -0.77423 -0.17907  -0.24
C -1.55807 0.12657 0.06519  0.20
C -2.30239 -1.01794 -0.21530  -0.85
N -0.20993 0.00342 0.12399  -0.16
O 0.30119 2.23973 -0.24039  -0.64

Values from the calculation:
* HOMO level: -8.807 eV
* HOMO-LUMO gap: 9.431 eV

=====

#ii
The following is a quantum chemistry calculation of the molecule C3H6N2OS, from the Open Molecules 2025 dataset.

Each line ends with the Mulliken charge.
Cartesian coordinates (Å):
S 1.00130 1.08502 0.36878  0.00
H -2.25898 1.69305 2.09259  0.26
C 0.85248 -0.35165 -0.53690  0.66
C -1.58668 1.04853 1.38605  0.16
O -0.01836 -1.24588 -0.35074  -0.69
N -2.20884 0.00050 0.62618  -0.40
C 2.12426 -0.60795 -1.48148  -1.00
H 2.98329 -1.08501 -0.76513  0.27
H -3.26470 -0.03831 0.91424  0.23
N -0.31255 1.38433 1.45895  -0.46
H 1.83706 -1.38341 -2.28617  0.28
H -1.65322 -0.85642 0.28627  0.32
H 2.50493 0.35720 -1.71264  0.38

Values from the calculation:
* HOMO level: -8.721 eV
* HOMO-LUMO gap: 9.376 eV

=====

#iii
The following is a quantum chemistry calculation of the molecule C3H6N2OS, from the Open Molecules 2025 dataset.

Each line ends with the Mulliken charge.
Cartesian coordinates (Å):
C -0.25918 -1.11523 -0.14201  0.20
H 1.70218 0.17292 -3.12252  0.31
H 0.20548 1.23237 3.45057  0.22
C -0.88001 1.50310 2.78160  -0.66
N 0.71550 -1.33136 -2.09740  -0.55
O 0.55638 -0.56336 -1.03400  -0.06
N -0.84123 -0.45399 0.83357  -0.35
H 1.36735 -1.37801 -4.00056  0.26
C 1.25438 -0.77050 -3.09062  -0.26
H -0.47418 -2.20732 -0.38501  0.40
H -1.07684 2.70130 2.71250  0.24
H -1.83421 0.93605 3.10899  0.26
S -0.43563 1.27404 0.98488  0.00

Values from the calculation:
* HOMO level: -8.272 eV
* HOMO-LUMO gap: 9.223 eV

=====

#iv
The following is a quantum chemistry calculation of the molecule C3H6N2OS, from the Open Molecules 2025 dataset.

Each line ends with the Mulliken charge.
Cartesian coordinates (Å):
H -1.38565 0.98160 -1.49599  0.31
H -1.57578 1.72001 -0.06863  0.34
H 1.70241 -1.16142 1.72306  0.33
N 0.23272 -0.94529 0.35834  -0.20
S 2.72331 0.23271 0.06610  0.46
C -0.27671 0.03807 -0.07228  0.71
N 1.60852 1.29129 -0.04638  -0.58
O 3.14064 -0.27710 -1.24118  -0.59
H 1.63700 1.85160 0.73625  0.26
C 1.47626 -1.35127 0.67764  -0.56
H 1.79427 -2.24794 0.10964  0.35
H -2.32241 0.12399 -0.32435  0.31
C -1.45803 0.76561 -0.46497  -1.16

Values from the calculation:
* HOMO level: -8.255 eV
* HOMO-LUMO gap: 8.778 eV

=====

Which of them is most stable, and which least? Most stable: #i; least stable: #iii.

=====

#i
The following is a quantum chemistry calculation of the molecule C3H6N2OS, from the Open Molecules 2025 dataset.

Each line ends with the Mulliken charge.
Cartesian coordinates (Å):
C 0.31505 -0.67756 0.26042  -0.07
H -1.21665 -1.11698 2.78423  0.30
H -1.80939 -2.10444 1.45408  0.31
O 1.64267 2.51599 -2.78953  -0.53
H 2.63872 0.84380 -2.17015  0.36
N 0.88129 1.05995 -1.14007  0.15
H 0.10481 1.64566 -0.94442  0.16
C -1.82963 -1.10174 1.86428  -0.91
C 1.77394 1.50249 -2.13456  0.09
H -2.83473 -0.78539 2.09570  0.32
H 0.42923 -1.67736 0.63975  0.36
S -1.23381 0.07070 0.65269  -0.01
N 1.13850 -0.17512 -0.57240  -0.53

Values from the calculation:
* HOMO level: -8.879 eV
* HOMO-LUMO gap: 9.524 eV

=====

#ii
The following is a quantum chemistry calculation of a structure of composition C3H6N2OS, from the Open Molecules 2025 dataset.

Each line ends with the Mulliken charge.
Cartesian coordinates (Å):
H 1.01711 -1.91503 -0.61068  0.28
N -0.33709 0.90401 -0.48724  -0.03
C 1.16506 0.04993 0.32435  -0.01
C -0.56861 -0.37189 -0.93734  0.33
H 1.31368 -0.70164 -1.81102  0.31
H 2.15767 0.50052 0.57365  0.35
N -1.23272 1.58495 0.25511  -0.51
O -1.54724 -0.93702 -1.33444  -0.55
H -0.48793 -1.39871 1.51249  0.14
H -1.65192 1.14285 1.10285  0.21
C 0.86300 -0.88149 -0.91096  -0.49
S 0.42789 -0.49376 1.78288  -0.26
H -1.11891 2.51728 0.54035  0.23

Values from the calculation:
* HOMO level: -8.550 eV
* HOMO-LUMO gap: 9.230 eV

=====

Which of them is most stable, and which least? Most stable: #i; least stable: #ii.